The following is a DFT calculation (ωB97M-V/def2-TZVPD) of one molecule with the formula C11H10N2O.

Calculated values
**Max |F|**: 4.30 eV Å⁻¹
**LUMO level**: 0.6 eV
**SMILES**: CC1=NO[C@](C#N)(c2ccccc2)C1
**Electronic energy**: -16592.79509 eV
**HOMO-LUMO gap**: 10.1794 eV
**Energy above the lowest of the compared OMol25 structures with the same formula, charge and spin**: 365.45 kJ/mol
**Multiplicity**: 1

Last column: Mulliken charge in e.
Geometry (Å):
O: 1.13 0.68 1.42  -0.29
N: 0.68 3.30 -0.67  -0.50
N: 2.22 -0.07 1.28  -0.48
C: 1.48 0.02 -0.94  -0.69
C: 2.57 -0.25 0.07  0.53
C: 0.37 0.84 0.17  1.36
C: 3.79 -0.98 -0.15  -1.02
C: 0.50 2.23 -0.28  0.00
C: -2.62 -1.09 1.17  -0.49
C: -1.06 0.36 0.11  0.02
C: -3.57 -0.65 0.27  -0.22
C: -3.29 0.26 -0.69  -0.82
C: -2.00 0.86 -0.77  -0.40
C: -1.43 -0.45 1.18  -0.51
H: -2.74 -1.93 1.87  0.36
H: 3.94 -1.95 0.40  0.27
H: 1.61 0.59 -1.86  0.45
H: -0.63 -0.79 1.85  0.35
H: 3.83 -1.04 -1.27  0.30
H: -4.00 0.83 -1.11  0.43
H: -4.67 -0.88 0.37  0.29
H: 4.61 -0.31 0.30  0.26
H: 1.13 -1.04 -1.14  0.29
H: -1.85 1.46 -1.59  0.50

The following is a DFT calculation (ωB97M-V/def2-TZVPD) of C6H6NO as an isolated structure.

Calculated values
**Max |F|**: 4.10 eV Å⁻¹
**LUMO level (alpha / beta)**: -7.3 / -6.7 eV
**Net charge**: +1
**Electronic energy**: -9841.41399 eV
**HOMO-LUMO gap (alpha / beta)**: 7.9815 / 8.2484 eV
**Energy above the lowest of the compared OMol25 structures with the same formula, charge and spin**: 594.41 kJ/mol
**Multiplicity**: 1

Last column: Mulliken charge in e.
Geometry (Å):
O: 2.81 1.31 0.10  -0.13
N: 3.30 -1.02 0.39  -0.34
C: 2.24 -0.84 -0.40  0.56
C: -0.48 1.02 0.24  -1.18
C: 0.73 -1.22 -0.43  -0.93
C: 1.93 0.63 -0.64  0.09
C: 0.44 0.31 -0.69  0.59
C: 3.27 0.21 0.66  0.32
H: 0.45 -1.58 0.49  0.37
H: 0.35 -1.99 -1.09  0.31
H: -0.16 2.13 0.46  0.29
H: -0.04 0.32 -1.73  0.40
H: -1.57 0.98 -0.08  0.35
H: -0.52 0.37 1.18  0.30

The following is a DFT calculation (ωB97M-V/def2-TZVPD) of C6H8N2 as an isolated structure.

Calculated values
**Max |F|**: 7.48 eV Å⁻¹
**LUMO level**: 0.6 eV
**Electronic energy**: -9323.63767 eV
**HOMO-LUMO gap**: 9.2229 eV
**Energy above the lowest of the compared OMol25 structures with the same formula, charge and spin**: 778.63 kJ/mol
**Multiplicity**: 1

Last column: Mulliken charge in e.
Geometry (Å):
N: 0.88 -1.84 -0.19  -0.55
N: 0.75 -0.61 -0.81  -0.20
C: -0.09 0.20 -0.59  0.30
C: -1.86 1.41 0.37  -0.65
C: -1.28 0.18 0.22  -0.11
C: 1.06 -1.77 1.39  -0.64
C: -0.04 1.43 -1.40  -0.44
C: 0.26 2.39 -2.14  0.09
H: 0.60 3.42 -2.59  0.34
H: -1.86 -0.80 0.61  0.30
H: 1.82 -0.81 1.70  0.24
H: 0.04 -1.69 1.93  0.29
H: 2.00 -2.17 -0.66  0.31
H: -2.92 1.31 0.65  0.29
H: -1.14 2.26 -0.09  0.18
H: 1.78 -2.90 1.60  0.25

The following is a DFT calculation (ωB97M-V/def2-TZVPD) of C11H33AgN7O7 as an isolated structure.

Calculated values
**Max |F|**: 7.29 eV Å⁻¹
**LUMO level**: 1.9 eV
**Net charge**: -1
**Electronic energy**: -40699.40533 eV
**HOMO-LUMO gap**: 2.9613 eV
**Energy above the lowest of the compared OMol25 structures with the same formula, charge and spin**: 566.69 kJ/mol
**Multiplicity**: 1

Last column: Mulliken charge in e.
Geometry (Å):
Ag: -6.89 -28.73 -28.25  1.33
O: -10.83 -29.75 -30.54  -1.00
O: -1.75 -30.74 -26.98  -0.34
O: -7.20 -29.90 -30.91  -0.66
O: -5.77 -27.35 -29.63  -0.46
O: -6.78 -30.95 -26.49  -0.53
O: -8.95 -27.46 -28.78  -0.86
O: -6.27 -27.15 -26.75  -0.65
N: -8.55 -31.74 -30.50  -0.22
N: -4.74 -25.61 -26.30  -0.44
N: -6.76 -32.00 -31.58  -0.41
N: -4.97 -26.53 -31.52  -0.42
N: -4.40 -30.29 -28.13  -0.10
N: -4.15 -27.59 -26.26  -0.31
N: -6.99 -26.33 -31.15  -0.38
C: -10.91 -29.39 -29.16  -0.77
C: -2.38 -31.81 -27.79  -0.84
C: -3.91 -31.64 -27.67  0.21
C: -9.82 -28.51 -28.31  0.05
C: -7.49 -29.52 -24.54  -0.88
C: -5.14 -26.77 -26.55  0.76
C: -6.65 -30.70 -25.06  -0.23
C: -0.36 -30.84 -27.04  -0.84
C: -5.90 -26.81 -30.69  0.50
C: -4.83 -32.70 -28.29  -1.36
C: -7.53 -31.11 -31.05  0.50
H: -9.38 -31.17 -30.46  0.22
H: -4.68 -33.71 -27.92  0.36
H: -2.03 -32.71 -27.27  0.50
H: -7.49 -29.55 -23.45  0.39
H: -7.12 -32.94 -31.67  0.12
H: -4.01 -26.60 -31.23  0.22
H: -7.00 -25.65 -31.89  0.14
H: -10.44 -27.94 -27.62  0.28
H: -7.10 -31.61 -24.66  0.31
H: -4.09 -30.24 -29.09  0.21
H: -11.89 -28.95 -29.03  0.39
H: -5.23 -26.04 -32.37  0.14
H: -3.74 -25.54 -26.38  0.14
H: -4.27 -28.59 -26.32  0.04
H: -3.68 -29.69 -27.75  0.09
H: -5.89 -32.47 -28.14  0.40
H: -2.04 -31.72 -28.82  0.36
H: -7.77 -26.21 -30.52  0.23
H: -8.56 -32.74 -30.61  0.10
H: -4.13 -31.70 -26.61  0.14
H: -9.19 -29.18 -27.72  -0.23
H: -10.99 -30.29 -28.56  0.21
H: 0.16 -29.92 -27.33  0.26
H: -5.57 -30.67 -24.91  0.22
H: -4.69 -32.71 -29.38  0.37
H: 0.07 -31.69 -27.59  0.37
H: -5.87 -31.70 -31.96  0.24
H: -0.11 -30.98 -25.99  0.27
H: -3.29 -27.22 -25.89  0.11
H: -5.43 -24.92 -26.02  0.27
H: -8.49 -29.44 -24.95  0.25
H: -5.96 -31.12 -26.95  0.15
H: -6.92 -28.62 -24.81  0.06